The following is a quantum chemistry calculation of the molecule C7H19N3 in a non-equilibrium geometry, from the OMol25 dataset.

As for the total charge: 0. Its frontier orbital gap is 0.3509 hartree. As for the structure (SMILES): CN(C)C(N(C)C)N(C)C. The highest occupied orbital energy comes out at -0.314 hartree.

Last column: Löwdin charge in e.
Positions of all 29 atoms, in Å:
C -1.193 1.673 1.661  -0.070
N -1.355 0.498 0.740  -0.188
C -1.600 -0.826 1.483  -0.057
C -0.155 0.402 -0.072  -0.364
N -0.352 -0.669 -1.142  -0.210
C -1.566 -0.424 -1.888  -0.153
C 0.714 -0.591 -2.118  -0.127
N 1.153 0.146 0.606  -0.188
C 2.365 0.947 0.106  -0.084
C 1.716 -1.160 0.763  -0.153
H -1.272 2.497 0.910  0.091
H -1.905 1.686 2.431  0.053
H -0.133 1.584 2.067  0.092
H -0.798 -1.045 2.242  0.093
H -2.500 -0.676 2.051  0.063
H -1.829 -1.595 0.792  0.053
H 0.045 1.409 -0.622  0.159
H -1.652 -0.927 -2.949  0.111
H -2.411 -0.815 -1.303  0.061
H -1.826 0.716 -2.096  0.116
H 0.634 -1.450 -2.866  0.111
H 0.556 0.346 -2.668  0.092
H 1.659 -0.807 -1.709  0.025
H 3.116 0.948 0.894  0.073
H 2.723 0.705 -0.902  0.070
H 2.045 2.041 0.197  0.096
H 2.422 -1.244 1.625  0.093
H 0.920 -1.873 0.909  0.071
H 2.394 -1.442 -0.050  0.068

=====

The following is a quantum chemistry calculation of a structure of composition C5H10GaMgO3 in a non-equilibrium geometry, from the OMol25 dataset.

As for the total charge: +1. Its frontier orbital gap (alpha / beta) is 0.1914 / 0.2664 hartree. The highest occupied orbital energy (alpha / beta) comes out at -0.380 / -0.418 hartree.

Last column: Löwdin charge in e.
Positions of all 20 atoms, in Å:
O -0.739 0.176 -1.654  -0.226
C 0.482 0.834 -1.844  -0.251
C 0.650 2.040 -0.932  -0.142
O 0.219 1.647 0.373  -0.329
C 1.104 1.754 1.471  -0.037
Ga -1.336 0.544 0.201  0.751
H 0.616 1.161 -2.888  0.142
H 1.286 0.119 -1.598  0.119
H 0.019 2.881 -1.256  0.146
H 1.690 2.393 -0.905  0.148
H 0.486 1.592 2.362  0.109
H 1.880 0.979 1.402  0.068
H 1.594 2.737 1.419  0.120
C -2.262 -1.318 -0.116  -0.115
C -0.898 -1.609 -0.574  -0.346
O -0.075 -1.568 0.457  -0.413
Mg 1.755 -2.021 1.109  0.929
H -2.520 -1.768 0.853  0.087
H -3.008 -1.277 -0.920  0.084
H -0.605 -2.274 -1.404  0.156

=====

| no. | DFT total energy (eV) |
| --- | --- |
| 1 | -12034.6977 |
| 2 | -69300.8278 |